A 11-piece molecular cluster, C44H121N11O11 overall, computed with wB97M-V/def2-TZVPD.

Last column: Löwdin charge in e.
Positions of all 187 atoms, in Å:
C: 6.2296 -3.4361 1.6840  -0.097
O: 5.5095 -2.5070 0.8778  -0.192
C: 6.1436 -1.2580 0.8596  -0.221
C: 5.3606 -0.2518 -0.0396  -0.368
C: 5.2455 -0.7632 -1.5085  -0.038
N: 5.9946 1.0844 -0.0777  0.024
H: 7.1573 -3.7799 1.2266  0.091
H: 5.6687 -4.3494 1.8827  0.083
H: 6.3532 -3.0296 2.6878  0.088
H: 6.4623 -0.8571 1.8218  0.120
H: 7.0937 -1.4935 0.3803  0.118
H: 4.3484 -0.1169 0.3418  0.123
H: 4.4201 -1.4688 -1.6033  0.061
H: 6.1617 -1.2413 -1.8551  0.087
H: 5.0361 0.0927 -2.1501  0.043
H: 6.9276 0.9587 -0.4435  0.086
H: 6.0911 1.3817 0.8827  0.086
C: 1.9259 4.1270 5.3639  -0.058
O: 0.7531 3.2674 5.3313  -0.199
C: 0.1563 2.8418 4.1116  -0.184
C: -1.3775 2.6921 4.2884  -0.370
C: -1.8798 1.3875 4.9972  -0.043
N: -2.1526 2.8186 3.0300  0.053
H: 1.8544 4.7591 6.2490  0.087
H: 1.8587 4.7740 4.4893  0.067
H: 2.8079 3.4892 5.3067  0.083
H: 0.2922 3.5884 3.3292  0.093
H: 0.5623 1.9077 3.7233  0.113
H: -1.6517 3.4983 4.9689  0.130
H: -1.5540 1.4861 6.0327  0.079
H: -1.5375 0.4901 4.4820  0.062
H: -2.9650 1.2884 5.0201  0.066
H: -2.1691 1.8615 2.7078  0.053
H: -1.6705 3.2666 2.2639  0.038
C: -1.3297 4.6233 0.0093  -0.108
O: -0.3901 3.7945 0.6481  -0.230
C: 1.0123 3.8646 0.1856  -0.130
C: 1.9644 4.6519 1.1211  -0.443
C: 1.5920 6.0639 1.3520  -0.078
N: 3.2751 4.6992 0.4793  0.047
H: -1.5523 4.3947 -1.0329  0.075
H: -1.1608 5.6937 0.1271  0.087
H: -2.2826 4.3952 0.4869  0.081
H: 1.2852 2.8108 0.1300  0.090
H: 1.0667 4.2010 -0.8497  0.114
H: 1.9893 4.1386 2.0823  0.110
H: 0.5847 6.0493 1.7682  0.074
H: 1.4934 6.6390 0.4313  0.085
H: 2.3028 6.6305 1.9536  0.082
H: 3.4673 3.8115 0.0377  0.017
H: 3.9865 4.9142 1.1632  0.078
C: 4.5953 6.2222 -3.5703  -0.132
O: 4.1730 5.1079 -4.2444  -0.186
C: 3.6355 4.0489 -3.5007  -0.175
C: 4.5011 3.5929 -2.2938  -0.397
C: 5.8493 3.0885 -2.7621  -0.050
N: 3.8353 2.4972 -1.5482  0.050
H: 4.0963 6.3299 -2.6072  0.089
H: 4.3831 7.0935 -4.1900  0.094
H: 5.6651 6.1296 -3.3831  0.083
H: 2.7066 4.4882 -3.1372  0.118
H: 3.4118 3.2335 -4.1886  0.115
H: 4.6256 4.4174 -1.5917  0.105
H: 5.7954 2.2606 -3.4692  0.076
H: 6.3700 2.7022 -1.8859  0.055
H: 6.3528 3.9412 -3.2176  0.073
H: 4.5635 1.9968 -1.0588  0.006
H: 3.3292 1.8329 -2.1161  0.044
C: 2.6517 -4.6883 -0.6734  -0.113
O: 1.4658 -4.0195 -0.9519  -0.210
C: 1.5562 -3.2269 -2.1020  -0.201
C: 0.2347 -3.1234 -2.8982  -0.378
C: -0.2360 -4.4227 -3.5496  -0.037
N: 0.3518 -2.0332 -3.9141  0.056
H: 2.9043 -5.3938 -1.4649  0.094
H: 2.6618 -5.2893 0.2359  0.082
H: 3.5475 -4.0684 -0.6354  0.082
H: 2.0298 -2.2656 -1.9022  0.109
H: 2.2011 -3.7524 -2.8064  0.122
H: -0.5078 -2.7438 -2.1963  0.115
H: -1.1816 -4.2868 -4.0746  0.078
H: -0.4531 -5.0728 -2.7020  0.056
H: 0.4396 -4.9645 -4.2115  0.085
H: 0.7836 -1.2416 -3.4592  0.027
H: 1.0247 -2.2835 -4.6246  0.081
C: -5.0445 0.7628 -0.5290  -0.115
O: -5.8086 1.1590 0.5863  -0.181
C: -5.1585 2.1629 1.3302  -0.188
C: -5.7244 2.1041 2.7942  -0.432
C: -7.2111 2.2174 2.9218  -0.081
N: -5.1068 3.2458 3.4910  0.036
H: -4.0706 0.3313 -0.2978  0.063
H: -4.8393 1.6875 -1.0685  0.077
H: -5.5217 0.1118 -1.2615  0.088
H: -4.0784 2.0164 1.3377  0.094
H: -5.4271 3.1020 0.8463  0.130
H: -5.4741 1.1472 3.2522  0.123
H: -7.5612 2.3261 3.9483  0.076
H: -7.8329 1.4542 2.4538  0.076
H: -7.5679 3.0612 2.3312  0.081
H: -5.4715 3.1694 4.4298  0.061
H: -4.1012 3.1561 3.4627  0.007
C: -2.9912 -1.6037 1.5976  -0.099
O: -1.7284 -1.7346 1.0026  -0.211
C: -1.2350 -0.7563 0.0568  -0.143
C: 0.2950 -0.6576 0.0327  -0.400
C: 0.8505 -0.0848 1.3369  -0.038
N: 0.6302 0.2437 -1.0271  0.059
H: -3.0344 -2.1385 2.5464  0.077
H: -3.7863 -1.8677 0.9004  0.092
H: -3.1631 -0.6033 1.9948  0.072
H: -1.7771 -0.9655 -0.8654  0.104
H: -1.6458 0.1898 0.4093  0.114
H: 0.7347 -1.6504 -0.0627  0.119
H: 1.9273 0.0826 1.3145  0.075
H: 0.5962 -0.7372 2.1722  0.066
H: 0.3604 0.8694 1.5305  0.063
H: 1.6251 0.4170 -1.0093  0.076
H: 0.1994 1.1261 -0.7909  0.073
C: 1.4609 -3.6823 2.7150  -0.081
O: 0.7140 -4.1404 3.8685  -0.191
C: -0.4861 -3.4490 4.2442  -0.166
C: -1.0886 -4.0034 5.6096  -0.437
C: -2.4381 -3.3521 5.9425  -0.056
N: -0.1331 -3.7673 6.6309  0.032
H: 2.1482 -2.8997 3.0365  0.082
H: 0.9484 -3.3245 1.8221  0.070
H: 2.1173 -4.4861 2.3817  0.070
H: -0.3653 -2.3670 4.2982  0.117
H: -1.2590 -3.6541 3.5035  0.094
H: -1.3476 -5.0622 5.6132  0.133
H: -2.6968 -3.5244 6.9872  0.079
H: -3.2469 -3.6705 5.2847  0.056
H: -2.3437 -2.2667 5.9096  0.067
H: 0.1374 -2.7942 6.6362  0.076
H: 0.6503 -4.2967 6.2757  0.068
C: 3.1672 0.1585 -4.4153  -0.127
O: 1.9803 0.6180 -3.8007  -0.229
C: 0.9967 1.1104 -4.7828  -0.148
C: -0.3542 1.5366 -4.2260  -0.377
C: -0.2971 2.7804 -3.3524  -0.053
N: -0.9638 0.4666 -3.3806  0.038
H: 3.9206 0.9300 -4.5738  0.071
H: 3.0045 -0.1639 -5.4437  0.086
H: 3.6834 -0.6605 -3.9144  0.074
H: 1.4760 1.8829 -5.3841  0.124
H: 0.8411 0.2686 -5.4575  0.111
H: -1.0625 1.7309 -5.0314  0.128
H: 0.4776 2.7322 -2.5871  0.053
H: -1.2479 2.8866 -2.8301  0.067
H: -0.0525 3.6639 -3.9420  0.085
H: -0.4018 0.3308 -2.5524  0.008
H: -0.7518 -0.3741 -3.8987  0.025
C: -4.0694 -5.5097 3.2880  -0.128
O: -3.3075 -4.8773 2.2831  -0.200
C: -2.2569 -5.7087 1.7039  -0.156
C: -1.6479 -5.1307 0.4247  -0.443
C: -2.6160 -5.0826 -0.7253  -0.049
N: -0.4287 -5.8132 0.0368  0.066
H: -3.5476 -5.8295 4.1899  0.076
H: -4.6397 -6.3648 2.9252  0.086
H: -4.7721 -4.7568 3.6451  0.086
H: -1.4896 -5.9328 2.4449  0.116
H: -2.6725 -6.6900 1.4749  0.121
H: -1.4079 -4.0835 0.6087  0.115
H: -2.1761 -4.3700 -1.4230  0.046
H: -3.5023 -4.5375 -0.4003  0.080
H: -2.9495 -6.0667 -1.0547  0.095
H: -0.0241 -5.2597 -0.7049  0.026
H: 0.2840 -5.8240 0.7524  0.057
C: -3.4398 -2.4233 -2.7165  -0.095
O: -4.2033 -1.2676 -3.0473  -0.216
C: -4.1096 -0.8313 -4.4156  -0.185
C: -4.4431 0.6440 -4.5328  -0.419
C: -4.1511 1.1565 -5.9706  -0.065
N: -3.6627 1.4971 -3.6594  0.062
H: -3.9971 -3.3497 -2.8545  0.090
H: -3.2328 -2.3577 -1.6484  0.063
H: -2.5688 -2.3648 -3.3693  0.069
H: -3.0380 -0.7997 -4.6123  0.101
H: -4.6690 -1.5692 -4.9907  0.133
H: -5.5156 0.6953 -4.3450  0.136
H: -4.6013 2.1386 -6.1152  0.074
H: -4.6765 0.6017 -6.7480  0.065
H: -3.1338 1.0635 -6.3509  0.066
H: -2.6824 1.3021 -3.8046  0.004
H: -3.8197 1.2086 -2.7043  0.030

***

A 13-piece molecular cluster, C16H58N14O13 overall, computed with wB97M-V/def2-TZVPD.

Last column: Löwdin charge in e.
Positions of all 101 atoms, in Å:
C: -1.8667 -9.2044 -0.9203  -0.138
O: -1.7845 -7.7633 -1.1092  -0.142
H: -2.2107 -9.7197 -1.8171  0.070
H: -0.8157 -9.4925 -0.9420  0.066
H: -2.3976 -9.5431 -0.0306  0.081
H: -1.2640 -7.5865 -1.8963  0.064
C: 2.2182 4.4367 4.2962  -0.160
O: 3.5148 5.0331 4.1811  -0.124
H: 2.2468 3.3772 4.0418  0.074
H: 1.7477 4.4404 5.2794  0.069
H: 1.5556 4.9780 3.6209  0.074
H: 3.4093 5.9713 4.0073  0.067
C: 3.8128 -0.0458 -5.6024  -0.146
O: 4.4109 -0.5275 -4.3680  -0.131
H: 4.5553 0.0897 -6.3888  0.071
H: 3.0983 -0.7280 -6.0631  0.073
H: 3.3766 0.9315 -5.3956  0.073
H: 3.6836 -0.9479 -3.9033  0.061
C: -3.3367 3.6289 -5.6141  -0.869
O: -2.8762 2.5759 -5.9669  0.038
N: -4.5272 3.9952 -5.8127  0.172
N: -2.5990 4.6168 -5.3187  0.167
H: -4.7840 4.9479 -5.5969  0.115
H: -5.2610 3.3785 -6.1311  0.131
H: -1.5963 4.5042 -5.3629  0.132
H: -3.0499 5.5188 -5.2610  0.115
C: -8.0946 1.1200 -0.6215  -0.775
O: -8.5680 2.2756 -0.5809  -0.003
N: -8.8557 0.0944 -0.9891  0.138
N: -6.9542 0.7179 -0.2573  0.169
H: -9.8324 0.2972 -1.1476  0.112
H: -8.6148 -0.8484 -0.7185  0.102
H: -6.6351 -0.1748 -0.6057  0.122
H: -6.3931 1.3507 0.2947  0.134
C: -3.4128 0.5026 6.2469  -0.712
O: -3.4051 1.0601 5.1236  -0.012
N: -3.8064 1.1214 7.3749  0.138
N: -2.9183 -0.6668 6.5498  0.152
H: -4.3642 1.9598 7.4522  0.113
H: -3.5700 0.6251 8.2222  0.091
H: -2.8413 -0.9387 7.5195  0.105
H: -2.3268 -1.1744 5.9075  0.124
C: 5.6288 -6.8433 -0.9385  -0.726
O: 6.5825 -7.1257 -0.2100  0.010
N: 4.3887 -7.3709 -0.7004  0.129
N: 5.6166 -6.0112 -1.9507  0.161
H: 4.2490 -7.8521 0.1765  0.107
H: 3.6818 -7.2364 -1.4091  0.088
H: 4.6959 -5.9351 -2.3588  0.105
H: 6.4856 -5.5455 -2.1701  0.127
C: -2.5254 9.0959 0.7771  -0.812
O: -2.5868 9.4667 -0.3454  0.064
N: -2.3206 7.8413 1.1978  0.153
N: -2.7155 9.9278 1.7521  0.151
H: -2.2042 7.0857 0.5377  0.114
H: -2.7512 7.7198 2.1032  0.098
H: -2.9352 10.8866 1.5229  0.124
H: -2.5652 9.6584 2.7139  0.108
C: -5.5646 -3.3170 -5.4835  -0.807
O: -6.2024 -4.2280 -5.9871  0.020
N: -5.9949 -2.0961 -5.3683  0.164
N: -4.4197 -3.5256 -4.9128  0.158
H: -6.9415 -1.8612 -5.6309  0.122
H: -5.3150 -1.3870 -5.1337  0.110
H: -4.0158 -4.4169 -5.1628  0.121
H: -3.9020 -2.8153 -4.4152  0.112
C: 0.9111 -5.9466 4.2819  -0.840
O: 0.2804 -4.9351 4.2232  0.048
N: 1.8419 -6.1850 5.1707  0.163
N: 0.6171 -6.9857 3.5889  0.162
H: 1.9773 -5.3928 5.7825  0.125
H: 2.1178 -7.1554 5.2183  0.108
H: 1.1089 -7.8568 3.7283  0.109
H: -0.1121 -6.9231 2.8928  0.126
C: -0.1543 0.6071 -0.7079  -0.094
C: 0.6615 -0.5474 -0.1680  -0.325
O: 0.3726 -1.6244 -1.0518  -0.089
H: -1.1910 0.4987 -0.3893  0.073
H: -0.1628 0.7248 -1.7915  0.076
H: 0.2091 1.5114 -0.2197  0.070
H: 0.2703 -0.7480 0.8294  0.108
H: 1.7352 -0.4090 -0.0407  0.105
H: 0.4226 -2.4073 -0.4985  0.076
C: 4.1932 5.8386 -1.2069  -0.074
C: 5.2190 6.9561 -0.8249  -0.330
O: 5.1583 8.0197 -1.7512  -0.086
H: 4.5316 5.5910 -2.2130  0.064
H: 3.1600 6.1824 -1.2565  0.073
H: 4.4702 4.9008 -0.7254  0.069
H: 6.2088 6.5047 -0.8918  0.106
H: 4.9994 7.3988 0.1466  0.103
H: 5.8500 8.5811 -1.3935  0.077
C: 6.6693 -2.4084 2.7590  -0.105
C: 6.7050 -1.0706 3.4166  -0.331
O: 5.5708 -1.0431 4.2809  -0.088
H: 5.8998 -2.5030 1.9928  0.073
H: 6.5142 -3.1415 3.5505  0.082
H: 7.6543 -2.5945 2.3309  0.073
H: 6.6675 -0.1369 2.8555  0.114
H: 7.6671 -1.1227 3.9261  0.105
H: 4.9197 -0.4802 3.8556  0.077

***

These records have energy above the lowest of the compared OMol25 structures with the same formula, charge and spin values of 3.435; 9.722 eV, in the order they appear.
These records have maximum force values of 2.3; 7.8 eV/A, in the order they appear.